DFT (wB97M-V/def2-TZVPD) results for a structure of composition C6H6O5Pt.

Structure (XYZ):
```
18
Properties=species:S:1:pos:R:3:forces:R:3
Pt -0.09896 0.63759 0.08867 0.17 0.90 0.96
C -0.09330 1.29880 1.94578 0.08 2.03 6.95
O -0.08080 1.67826 3.03320 -0.04 -1.36 -4.35
C -0.10921 2.48540 -0.74233 -0.28 4.40 -2.23
O -0.15597 3.52697 -1.21735 0.21 -3.71 1.73
C -2.10372 0.40493 0.11493 -6.77 -0.97 0.06
O -3.21391 0.17132 0.28571 3.72 0.74 -0.31
C 1.90639 0.43218 0.10641 6.69 -0.67 0.01
O 3.03323 0.28229 0.23381 -3.52 0.45 -0.19
C -0.07793 -1.28555 -1.10077 -0.05 -0.20 -3.00
H 0.85611 -1.83302 -0.95315 -0.14 0.32 0.15
H -0.99832 -1.84779 -0.92740 0.14 0.27 0.15
C -0.09515 -0.15226 -1.97397 0.03 -2.36 -0.19
H -1.02208 0.14142 -2.47145 0.17 -0.02 0.25
H 0.82193 0.16525 -2.47520 -0.18 -0.04 0.23
O 0.77572 -1.80739 2.15726 -0.79 0.59 -1.00
H -0.12319 -1.90879 2.51997 0.41 -0.22 0.19
H 0.77915 -2.38960 1.37588 0.16 -0.13 0.58
```
Positions in Å, forces in eV/Å.

The energy above the lowest of the compared OMol25 structures with the same formula, charge and spin comes out at 0.632 eV. The calculation puts the largest force on an atom at 7.244 eV/A. The total charge is +2. The HOMO energy (spin up / spin down) is -16.33 / -19.61 eV. The multiplicity is 3. For the total energy, the calculation gives -19780.7014 eV.